# 1
The following is a DFT calculation (ωB97M-V/def2-TZVPD) of a cluster of 3 separate species, C2H10N2O2 in total.

Its relative energy (zero: lowest compared OMol25 entry of this formula, charge and spin) is 179.0 kJ/mol. For the energy, the calculation gives -9309.714 eV. The calculation puts the lowest unoccupied orbital energy at 0.59 eV. As for the SMILES: [H]/N=C/NC.O.O.

Geometry as XYZ:
```
16
Properties=species:S:1:pos:R:3:lowdin_charge:R:1
H -2.308 0.514 0.987 0.034
N -1.602 0.438 0.271 0.045
C -0.480 1.015 0.553 -0.302
N 0.840 0.753 0.264 -0.058
C 1.789 1.151 1.216 -0.172
H -0.671 1.912 1.153 0.117
H 1.279 0.105 -0.432 0.133
H 2.748 1.269 0.700 0.074
H 2.201 0.402 1.951 0.086
H 1.699 2.055 1.864 0.096
O -3.057 -1.152 -2.104 -0.110
H -2.239 -0.609 -2.300 0.047
H -3.078 -1.175 -1.145 -0.010
O 0.926 -2.003 -1.347 -0.096
H 1.650 -2.575 -1.099 0.022
H 0.303 -2.097 -0.531 0.094
```


# 2
The following is a DFT calculation (ωB97M-V/def2-TZVPD) of a cluster of 2 separate species, CH5NOSi in total.

Its relative energy (zero: lowest compared OMol25 entry of this formula, charge and spin) is 178.2 kJ/mol. For the energy, the calculation gives -12530.685 eV. The calculation puts the lowest unoccupied orbital energy at -0.05 eV. As for the SMILES: [SiH4].N=C=O.

Geometry as XYZ:
```
9
Properties=species:S:1:pos:R:3:lowdin_charge:R:1
Si -0.861 -0.256 -0.874 0.564
H -2.245 -0.376 -0.606 -0.176
H -0.231 -1.008 0.293 -0.104
H -0.060 -0.842 -2.081 -0.094
H -0.915 1.290 -1.084 -0.110
N 2.302 0.293 1.229 0.201
C 2.501 -0.784 0.824 -0.423
O 2.052 -1.588 0.069 0.054
H 3.021 0.840 1.675 0.088
```


# 3
The following is a DFT calculation (ωB97M-V/def2-TZVPD) of a structure of composition C37H34Br2N5O3Rb.

For the energy, the calculation gives -193253.870 eV. The calculation puts the lowest unoccupied orbital energy at -0.13 eV.

Geometry as XYZ:
```
82
Properties=species:S:1:pos:R:3:lowdin_charge:R:1
Rb -16.591 8.304 4.675 0.782
C -17.692 12.572 1.606 -0.063
O -18.102 12.960 2.903 0.022
C -18.237 11.808 3.566 -0.343
N -17.952 10.717 3.027 0.153
C -17.451 11.018 1.696 -0.235
C -16.073 10.513 1.397 -0.192
C -15.748 10.157 0.097 -0.037
C -14.465 9.731 -0.217 -0.057
C -13.494 9.702 0.821 -0.051
C -13.856 10.014 2.128 -0.062
C -15.151 10.387 2.415 -0.068
C -18.894 11.899 4.908 -0.144
C -19.692 12.996 5.230 0.003
C -20.307 13.044 6.445 -0.043
C -20.108 12.011 7.346 0.028
C -19.246 10.975 6.964 -0.176
N -18.603 10.932 5.806 0.189
C -18.905 9.870 7.881 -0.347
N -18.284 8.832 7.535 0.155
C -18.158 8.000 8.753 -0.206
C -18.893 8.833 9.843 -0.052
O -19.299 10.030 9.145 0.016
C -16.714 7.646 9.097 -0.183
C -16.455 6.924 10.230 -0.042
C -15.135 6.658 10.574 -0.083
C -14.111 7.070 9.776 -0.086
C -14.380 7.763 8.619 -0.059
C -15.666 8.119 8.311 -0.022
H -16.804 13.128 1.335 0.129
H -18.493 12.822 0.910 0.128
H -18.082 10.575 0.965 0.131
H -16.489 10.200 -0.690 0.114
H -14.169 9.461 -1.229 0.105
H -12.507 9.469 0.478 0.092
H -13.101 10.031 2.890 0.081
H -15.372 10.599 3.447 0.057
H -19.743 13.817 4.528 0.122
H -20.961 13.846 6.683 0.107
H -20.614 11.993 8.313 0.126
H -18.640 7.060 8.468 0.152
H -18.252 9.090 10.690 0.129
H -19.778 8.444 10.272 0.112
H -17.249 6.586 10.927 0.132
H -14.955 6.090 11.467 0.102
H -13.113 6.789 10.043 0.103
H -13.579 8.022 7.948 0.095
H -15.894 8.652 7.396 0.061
Br -11.620 11.180 9.275 0.782
C -12.655 11.063 7.707 -0.680
C -13.863 11.736 7.515 -0.075
C -14.598 11.382 6.404 -0.112
N -14.243 10.460 5.491 0.118
C -13.089 9.833 5.759 -0.229
C -12.214 10.171 6.771 -0.101
C -12.729 8.669 4.847 -0.273
C -11.473 8.575 4.175 -0.084
C -11.262 7.520 3.294 -0.680
Br -9.758 7.551 2.141 0.746
C -12.253 6.515 3.229 -0.061
C -13.425 6.690 3.980 -0.077
N -13.683 7.790 4.723 0.078
H -14.211 12.465 8.238 0.112
H -15.522 11.877 6.234 0.101
H -11.340 9.506 6.868 0.130
H -10.684 9.344 4.302 0.120
H -12.078 5.684 2.539 0.109
H -14.236 5.972 3.969 0.075
C -15.531 3.418 4.630 -0.062
C -16.555 4.444 5.118 -0.863
C -17.900 4.246 4.412 -0.066
C -16.778 4.252 6.603 -0.070
O -16.122 5.700 4.859 -0.452
H -15.738 2.392 4.950 0.071
H -14.523 3.696 5.031 0.085
H -15.475 3.444 3.566 0.057
H -18.356 3.255 4.528 0.071
H -17.763 4.380 3.332 0.074
H -18.607 4.961 4.838 0.068
H -17.094 3.218 6.910 0.086
H -17.544 4.916 6.974 0.054
H -15.828 4.427 7.129 0.079
```


# 4
The following is a DFT calculation (ωB97M-V/def2-TZVPD) of a structure of composition C2H4I2O.

Its relative energy (zero: lowest compared OMol25 entry of this formula, charge and spin) is 360.7 kJ/mol. For the energy, the calculation gives -20383.456 eV. The calculation puts the lowest unoccupied orbital energy (spin up / spin down) at -1.27 / -1.27 eV.

Geometry as XYZ:
```
9
Properties=species:S:1:pos:R:3:lowdin_charge:R:1
C -1.218 0.850 -0.286 -0.304
C 1.389 -0.821 0.231 -1.246
O -0.663 0.100 0.681 -0.312
I 0.840 -2.604 -0.627 0.830
I 2.289 -0.712 2.065 0.847
H -2.187 1.177 0.124 0.090
H -1.435 0.279 -1.201 0.066
H -0.644 1.761 -0.525 0.072
H 1.627 -0.030 -0.462 -0.043
```


# 5
The following is a DFT calculation (ωB97M-V/def2-TZVPD) of a cluster of 2 separate species, C31H58Cl2N3O2 in total.

For the energy, the calculation gives -66676.786 eV. The calculation puts the lowest unoccupied orbital energy at -2.68 eV. The net charge is +1.

Geometry as XYZ:
```
96
Properties=species:S:1:pos:R:3:lowdin_charge:R:1
C -4.618 2.965 -3.741 -0.134
C -3.355 2.767 -2.679 -0.263
C -2.582 1.306 -2.892 -0.236
C -3.622 0.065 -2.635 -0.216
C -3.624 -0.882 -3.998 -0.198
C -5.142 -1.478 -4.291 -0.209
C -5.192 -3.119 -4.131 -0.204
C -4.598 -3.646 -2.670 -0.213
C -3.352 -4.697 -2.858 -0.216
C -2.493 -4.745 -1.435 -0.195
C -1.723 -3.291 -1.313 -0.205
C -0.249 -3.415 -0.605 -0.123
C 0.502 -1.937 -0.391 -0.217
O 1.888 -2.126 -0.847 -0.142
C 2.748 -0.993 -0.476 -0.224
C 2.338 0.323 -1.383 -0.103
C 3.602 0.910 -2.292 -0.166
N 4.386 1.842 -1.384 -0.170
C 5.868 1.577 -1.541 -0.242
C 6.738 2.351 -0.380 -0.108
C 4.025 3.296 -1.605 -0.277
C 3.281 4.241 -0.444 -0.029
O 4.306 3.892 -2.783 -0.029
C 2.743 -0.670 1.165 -0.037
N 1.306 -0.450 1.663 -0.108
C 1.215 -0.104 3.132 -0.110
C 2.169 1.143 3.615 -0.363
C 2.082 1.412 5.249 -0.110
C 1.859 2.576 2.881 -0.096
C 0.543 -1.705 1.259 -0.202
C -0.979 -1.805 1.854 -0.495
Cl -1.345 -3.334 2.905 0.571
C -2.091 -0.839 1.630 -0.525
C -3.631 -0.994 2.220 -0.115
Cl -1.800 0.710 0.587 0.578
H -5.246 1.982 -3.871 0.065
H -4.133 3.283 -4.777 0.088
H -5.314 3.810 -3.287 0.084
H -2.518 3.591 -2.879 0.110
H -3.733 2.936 -1.584 0.097
H -2.142 1.282 -4.001 0.116
H -1.653 1.335 -2.180 0.054
H -3.318 -0.651 -1.742 0.067
H -4.724 0.440 -2.383 0.110
H -2.847 -1.745 -3.840 0.089
H -3.290 -0.299 -4.967 0.109
H -5.469 -1.139 -5.380 0.115
H -5.914 -0.985 -3.553 0.105
H -4.539 -3.640 -4.971 0.115
H -6.325 -3.456 -4.170 0.112
H -4.359 -2.704 -2.015 0.090
H -5.479 -4.218 -2.131 0.117
H -3.684 -5.808 -3.103 0.124
H -2.664 -4.304 -3.739 0.110
H -3.229 -4.855 -0.517 0.122
H -1.774 -5.667 -1.483 0.114
H -2.394 -2.542 -0.714 0.089
H -1.539 -2.883 -2.419 0.119
H -0.241 -4.064 0.389 0.109
H 0.440 -4.021 -1.367 0.144
H -0.062 -1.059 -0.940 0.141
H 3.851 -1.288 -0.821 0.175
H 1.935 1.211 -0.710 0.110
H 1.498 0.036 -2.173 0.132
H 4.226 0.030 -2.747 0.137
H 3.125 1.536 -3.189 0.144
H 6.165 1.955 -2.625 0.140
H 6.048 0.405 -1.426 0.129
H 6.772 3.486 -0.678 0.088
H 6.221 2.234 0.687 0.081
H 7.792 1.842 -0.301 0.086
H 2.135 3.969 -0.323 0.081
H 3.324 5.388 -0.765 0.108
H 3.885 4.044 0.561 0.079
H 3.431 0.268 1.292 0.149
H 3.156 -1.649 1.676 0.168
H 0.969 0.409 1.133 0.133
H 1.532 -1.063 3.744 0.165
H 0.108 0.186 3.473 0.166
H 3.316 0.901 3.400 0.134
H 2.995 2.120 5.533 0.103
H 2.152 0.413 5.854 0.084
H 1.103 2.021 5.486 0.087
H 1.272 2.502 1.869 0.067
H 1.267 3.263 3.654 0.096
H 2.901 3.135 2.724 0.095
H 1.179 -2.625 1.674 0.178
H -4.354 -0.880 1.277 0.098
H -3.942 -0.126 2.955 0.101
H -3.865 -2.047 2.675 0.074
C 2.086 2.371 9.645 -0.078
C 3.151 1.573 8.910 -0.210
N 4.034 0.912 8.300 0.086
H 1.244 1.722 9.901 0.077
H 2.503 2.793 10.563 0.080
H 1.727 3.187 9.010 0.073
```